#P
7
Properties=species:S:1:pos:R:3:mulliken_charge:R:1 method="wB97M-V/def2-TZVPD" lumo_energy_ev=0.5 smiles="S=CNS" homo_lumo_gap_ev=9.1 spin_multiplicity=1
C -0.07608 -0.81191 0.46421 0.041
H -0.57427 0.76455 -1.68921 0.101
H 0.71251 0.93546 1.14111 0.285
H 0.07548 -1.19823 1.49263 0.274
N 0.32824 0.46617 0.34320 -0.257
S 0.18815 1.53367 -0.94030 -0.051
S -0.65403 -1.68971 -0.81164 -0.394



#Q
7
Properties=species:S:1:pos:R:3:mulliken_charge:R:1 method="wB97M-V/def2-TZVPD" lumo_energy_ev=-0.1 homo_lumo_gap_ev=8.4 spin_multiplicity=1
C -0.77614 0.93781 0.00180 0.090
H 0.60116 -1.49416 -0.26527 0.148
H 1.24962 1.74902 0.56885 0.343
H -1.16763 1.97223 -0.32389 0.278
N 0.54674 0.88903 -0.07976 -0.311
S 1.55197 -0.39862 0.00525 -0.109
S -1.54282 -0.48120 0.03024 -0.439



#R
7
Properties=species:S:1:pos:R:3:mulliken_charge:R:1 method="wB97M-V/def2-TZVPD" lumo_energy_ev=-0.1 homo_lumo_gap_ev=8.6 spin_multiplicity=1
C -0.78553 -1.86056 0.28492 -0.080
N 0.74853 0.01817 -0.90988 -0.507
S -1.68599 -3.13473 0.62931 -0.220
S -0.03659 -1.46488 -1.17278 0.162
H -0.41713 -0.92071 1.41885 0.107
H 0.30062 0.75986 -1.43943 0.267
H 0.76576 0.25195 0.07772 0.270



Relative stability in kJ/mol, measured from the most stable structure: #P 0.0; #Q 174.1; #R 148.6



#P
30
Properties=species:S:1:pos:R:3:mulliken_charge:R:1 method="wB97M-V/def2-TZVPD" lumo_energy_ev=0.9 smiles=NCCOc1ccccc1OCCN homo_lumo_gap_ev=9.7 spin_multiplicity=1
C 2.65002 -2.15375 0.34673 -0.630
C 1.11387 -2.11374 0.62089 -0.144
C -0.79883 -0.86835 -0.26546 -0.061
C -1.88037 -1.57396 -0.88459 -0.411
C -3.22772 -1.27870 -0.69775 -0.476
C -3.59930 -0.14666 0.08171 -0.552
C -2.58076 0.51324 0.73211 -0.272
C -1.19671 0.16644 0.61320 0.539
C 0.09336 2.06515 0.83810 -0.704
C 0.82253 2.01060 -0.62039 -0.248
H 2.54562 0.11111 0.29582 0.407
H 2.38029 -1.07771 -1.26662 0.391
H 3.12043 -2.34541 1.37124 0.329
H 2.78277 -3.02952 -0.41172 0.296
H 0.96304 -1.58864 1.61410 0.230
H 0.46475 -3.18304 0.54382 0.286
H -1.58590 -2.38847 -1.52738 0.436
H -4.04254 -1.86636 -1.12523 0.366
H -4.63997 0.27881 0.02153 0.319
H -2.68715 1.34579 1.50309 0.316
H 0.81030 2.50017 1.61589 0.422
H -0.85327 2.70006 0.73550 0.311
H 1.73381 1.37305 -0.43678 0.009
H 0.17444 1.43640 -1.25623 0.325
H 1.62566 3.75949 -0.31664 0.227
H 1.41932 3.38310 -1.83850 0.220
N 3.06011 -0.86679 -0.26002 -0.695
N 1.02918 3.30957 -0.97634 -0.546
O 0.51622 -1.24918 -0.45773 -0.246
O -0.21319 0.77734 1.40766 -0.444



#Q
30
Properties=species:S:1:pos:R:3:mulliken_charge:R:1 method="wB97M-V/def2-TZVPD" lumo_energy_ev=0.8 smiles="CC/C(N1[C@@H]2CC[C@@H]21)=[N+](/[O-])O.C#CC" homo_lumo_gap_ev=8.3 spin_multiplicity=1
C 0.76296 -2.80827 -2.07856 -0.325
C 0.52934 -1.68483 -2.45791 -0.020
C -1.08715 -2.03086 0.89296 -0.280
C -2.32410 -1.25088 0.40691 -0.720
C -0.56473 -0.73057 1.54274 -0.516
C -1.82121 -0.00855 1.06883 -0.252
C 0.56981 -0.31185 -3.00494 -0.893
C 1.65435 2.20961 2.17225 -1.177
C 1.51653 1.65193 0.74342 -0.500
C 0.10535 1.45957 0.35052 -0.065
N -0.51594 0.28688 0.48654 0.186
N -0.61594 2.46577 0.00102 0.852
O 0.11494 3.69302 -0.14065 -0.480
O -1.88839 2.61639 -0.16577 -0.822
H -0.52954 4.12629 -0.72557 0.381
H 1.05525 -3.62287 -1.54638 0.465
H -1.41279 -2.89472 1.68759 0.247
H -0.46535 -2.42681 0.16035 -0.098
H -2.44213 -1.14257 -0.68833 0.220
H -3.34526 -1.63875 0.70631 0.301
H -0.00259 -0.45592 2.38718 0.531
H -2.32446 0.83796 1.57318 0.481
H 1.46047 -0.03433 -2.44353 0.182
H 0.87731 -0.38755 -4.13955 0.336
H -0.40009 0.20777 -3.12687 0.296
H 1.63222 3.20570 2.01925 0.399
H 0.91672 1.81149 2.91996 0.299
H 2.62646 1.82805 2.76110 0.285
H 1.92221 2.30304 -0.15560 0.368
H 1.99567 0.62714 0.58536 0.322



Relative stability in kJ/mol, measured from the most stable structure: #P 0.0; #Q 468.9



#P
16
Properties=species:S:1:pos:R:3:mulliken_charge:R:1 method="wB97M-V/def2-TZVPD" lumo_energy_ev="-5.2 / -5.2" charge=+1 homo_lumo_gap_ev="8.9 / 8.9" spin_multiplicity=1
C -2.21068 -0.45508 -0.80606 -0.489
C -1.55152 0.82570 -0.43383 0.187
C 0.77213 0.27143 1.33310 -1.097
C 0.73839 -1.28070 -0.55944 -1.096
N 0.60038 0.10040 -0.09562 -0.198
S -2.45477 0.36055 0.92488 0.056
H -3.11240 -0.33605 -1.33024 0.341
H -1.56782 -1.37225 -0.73056 0.117
H -1.07609 1.67977 -0.84925 0.449
H 1.73780 0.02484 1.64662 0.411
H 0.59660 1.29746 1.63552 0.382
H 0.08660 -0.26733 1.88356 0.426
H 1.76428 -1.69642 -0.18121 0.305
H 0.03364 -1.90739 -0.08635 0.488
H 0.40722 -1.33964 -1.67843 0.395
H 1.08108 0.71786 -0.71151 0.324



#Q
16
Properties=species:S:1:pos:R:3:mulliken_charge:R:1 method="wB97M-V/def2-TZVPD" lumo_energy_ev=-4.8 charge=+1 homo_lumo_gap_ev=8.3 spin_multiplicity=1
C -0.23898 -1.47235 0.02857 -0.259
C 0.14678 -0.07015 0.28662 -0.496
C 1.79511 -1.00509 -1.57662 -0.751
C -1.69498 2.10791 1.65437 -0.806
N 0.46078 -0.67059 -1.02550 -0.032
S -1.31589 1.80076 -0.08135 0.041
H 0.25950 -2.21711 0.63420 0.309
H -1.26660 -1.65277 -0.10133 0.265
H 0.83668 0.28603 0.92955 0.436
H 2.45024 -0.72159 -0.77136 0.306
H 1.70413 -2.06728 -1.85829 0.333
H 2.09105 -0.49934 -2.47944 0.338
H -2.38189 1.32565 2.04109 0.288
H -1.81500 3.11765 1.64811 0.411
H -0.70273 2.08201 2.22357 0.266
H -0.32819 -0.34372 -1.55220 0.350



Relative stability in kJ/mol, measured from the most stable structure: #P 0.0; #Q 72.8



#P
25
Properties=species:S:1:pos:R:3:mulliken_charge:R:1 method="wB97M-V/def2-TZVPD" lumo_energy_ev=-3.3 charge=+1 homo_lumo_gap_ev=11.2 spin_multiplicity=1
O 0.48352 0.53924 -0.27520 -0.216
H 0.71552 0.70524 0.64780 0.464
H -0.34548 0.61124 -0.59920 0.415
H 0.99852 -0.32476 -0.54220 0.484
O 0.35352 1.32724 -3.37520 -0.630
H -0.21348 0.49824 -3.74720 0.318
H -0.35548 2.03224 -3.42620 0.327
O -1.50848 -1.69376 -0.18120 -0.676
H -1.90448 -2.68776 0.04480 0.333
H -2.01548 -1.40976 -0.96020 0.289
O -0.13748 -1.39276 2.26780 -0.563
H -0.86248 -1.19676 2.74380 0.353
H -0.79048 -1.50776 1.51080 0.240
O 1.92652 -1.65076 -0.76920 -0.510
H 2.28352 -1.26476 -1.44320 0.246
H 2.56652 -2.12176 -0.42920 0.252
O -0.11248 1.98224 1.77980 -0.566
H 0.43152 2.22024 2.41280 0.232
H -0.98548 2.39124 2.09080 0.287
O -1.94248 0.71824 -1.42420 -0.681
H -2.44748 0.33324 -2.22020 0.317
H -2.58148 1.45824 -1.23520 0.293
O 2.18452 0.17324 2.04280 -0.647
H 2.86952 0.41124 2.69480 0.298
H 1.38952 -0.15076 2.39180 0.340



#Q
25
Properties=species:S:1:pos:R:3:mulliken_charge:R:1 method="wB97M-V/def2-TZVPD" lumo_energy_ev=-2.7 charge=+1 homo_lumo_gap_ev=11.9 spin_multiplicity=1
O 0.79921 2.75380 -0.69733 -0.628
H -0.07661 2.83323 -0.28529 0.325
H 1.31629 3.23916 -0.04987 0.301
O -2.22595 1.99625 1.96339 -0.588
H -2.65559 2.74253 1.52448 0.301
H -2.64628 2.07389 2.82674 0.284
O 1.26877 0.34511 -1.49430 -0.552
H 0.71721 1.12220 -1.78122 0.456
H 1.58606 -0.04983 -2.36848 0.452
O -0.27183 -3.43932 0.50440 -0.659
H 0.07364 -2.84706 1.18430 0.316
H -1.03956 -3.89465 0.85177 0.325
O 0.27102 -0.39420 3.45179 -0.665
H 1.03186 -0.11551 3.95992 0.312
H -0.50073 0.12920 3.64934 0.311
O -0.68208 -1.12468 -1.36036 -0.578
H 0.18272 -0.22921 -1.43754 0.413
H -0.12939 -1.91743 -1.48577 0.409
O 2.22759 -0.46105 -3.77558 -0.598
H 1.79994 -0.36400 -4.62327 0.298
H 3.14508 -0.70780 -3.87231 0.304
O -1.05671 -0.35342 0.97464 -0.652
H -0.88926 -1.29925 -0.37642 0.437
H -0.39068 -0.22582 1.66312 0.379
H -1.85471 0.18787 1.05384 0.297



Relative stability in kJ/mol, measured from the most stable structure: #P 245.8; #Q 0.0



#P
19
Properties=species:S:1:pos:R:3:mulliken_charge:R:1 method="wB97M-V/def2-TZVPD" lumo_energy_ev="-3.9 / -9.2" charge=+1 homo_lumo_gap_ev="9.9 / 4.7" spin_multiplicity=2
C -0.39164 1.62834 2.79067 -1.084
C -0.10024 2.85095 1.90128 -0.181
C 0.00804 2.47062 0.44812 -1.054
H -1.18233 1.03407 2.32867 0.278
H -0.76757 1.96266 3.75373 0.328
H 0.45514 0.96841 2.98242 0.299
H 0.77356 3.40346 2.23974 0.291
H -0.96445 3.48879 2.09765 0.241
H -0.96566 2.24792 0.01372 0.308
H 0.47795 3.21715 -0.20133 0.375
H 0.70934 1.65237 0.23141 0.201
N -0.11095 -2.39567 -0.59392 -0.114
C -0.14734 -1.78656 -1.89953 -0.114
O 0.76829 -2.57701 -2.60715 -0.387
H -0.70534 -3.18632 -0.40302 0.324
H 0.79435 -2.50853 -0.13105 0.326
H -1.13732 -1.81131 -2.34592 0.360
H 0.24622 -0.77464 -1.88406 0.236
H 0.40330 -3.43300 -2.85444 0.365



#Q
19
Properties=species:S:1:pos:R:3:mulliken_charge:R:1 method="wB97M-V/def2-TZVPD" lumo_energy_ev="-2.9 / -8.2" charge=+1 homo_lumo_gap_ev="12.5 / 7.2" spin_multiplicity=2
C 1.50941 0.39568 -1.18310 -1.290
C 0.85104 0.89791 0.12360 -0.183
N -0.39337 0.15980 0.30954 0.139
C -0.38309 -0.46124 1.65470 -0.989
C -1.56721 0.97014 0.02348 -0.909
H 1.79213 -0.65633 -1.13851 0.404
H 0.85793 0.39953 -2.06304 0.355
H 2.42476 0.93332 -1.41328 0.388
H 0.66744 1.95578 -0.08673 0.303
H 1.65483 0.86986 0.85788 0.370
H -0.39454 0.27970 2.45785 0.450
H 0.48149 -1.10621 1.78087 0.385
H -1.28826 -1.06344 1.75074 0.387
H -1.85518 1.53500 0.92004 0.371
H -1.41714 1.73746 -0.73216 0.400
H -2.41872 0.34710 -0.24785 0.355
H -0.19270 -1.65933 -0.78253 0.317
H -0.52665 -2.99820 -1.31112 0.317
O 0.19781 -2.53652 -0.92038 -0.569



Relative stability in kJ/mol, measured from the most stable structure: #P 61.2; #Q 0.0



#P
47
Properties=species:S:1:pos:R:3:mulliken_charge:R:1 method="wB97M-V/def2-TZVPD" lumo_energy_ev=-0.4 smiles="NC(N)=O.NC(N)=O.NC(N)=O.NC(N)=O.O.O.O.O.O" homo_lumo_gap_ev=9.4 spin_multiplicity=1
C -25.39106 13.88038 6.84421 0.439
O -25.39257 13.14221 5.84667 -0.715
N -24.42032 14.59343 7.18772 -0.181
N -26.40669 13.99546 7.74021 -0.292
H -24.59864 15.29846 7.88861 0.174
H -23.54221 14.36243 6.74538 0.197
H -27.27035 13.61551 7.37988 0.190
H -26.45762 14.55622 8.57869 0.259
C -24.16692 20.58306 5.06917 0.681
O -24.65710 21.21709 4.14426 -0.659
N -22.86323 20.42754 5.32335 -0.463
N -24.81090 20.01132 6.05098 -0.246
H -22.17243 20.66990 4.62754 0.236
H -22.59593 19.62117 5.86963 0.162
H -24.23959 19.50329 6.71099 0.106
H -25.72039 20.42203 6.20666 0.169
C -26.80336 17.39948 4.60128 0.588
O -27.31545 18.32746 5.23624 -0.752
N -26.73212 17.33133 3.27317 -0.434
N -26.41013 16.32310 5.10555 -0.243
H -27.18529 18.12137 2.83662 0.287
H -26.12288 16.57174 3.00494 0.183
H -26.30291 16.37122 6.10869 0.161
H -25.81204 15.71730 4.56206 0.168
C -26.44119 17.62826 12.73110 0.507
O -25.88633 18.33682 13.57138 -0.719
N -27.09721 16.55023 12.88461 -0.338
N -26.25422 17.84499 11.49575 -0.187
H -27.70200 16.35603 12.09937 0.186
H -27.31104 16.41539 13.86246 0.239
H -26.48330 17.09157 10.86331 0.213
H -25.72399 18.66082 11.22488 0.141
O -23.93970 16.14605 9.82057 -0.640
H -23.38899 16.25273 10.59618 0.318
H -24.25387 17.02905 9.62602 0.230
O -27.72861 15.61978 9.91211 -0.781
H -28.41049 15.29801 9.32242 0.280
H -27.50313 14.86340 10.45366 0.307
O -29.46782 18.02450 6.89298 -0.711
H -28.80163 18.54136 6.43990 0.451
H -29.69613 17.33136 6.27357 0.272
O -26.19862 17.52217 8.29971 -0.198
H -26.78324 17.06544 8.90457 0.186
H -26.74340 18.20567 7.90948 0.162
O -29.23490 20.43491 8.12681 -0.605
H -29.88306 20.71457 8.77326 0.294
H -29.34745 19.48610 8.06908 0.375



#Q
47
Properties=species:S:1:pos:R:3:mulliken_charge:R:1 method="wB97M-V/def2-TZVPD" lumo_energy_ev=-0.1 homo_lumo_gap_ev=8.2 spin_multiplicity=1
C 3.05116 -1.31755 0.90050 0.413
O 3.90208 -0.88140 1.65024 -0.721
N 1.75327 -1.23918 1.09613 -0.216
N 3.31351 -2.08908 -0.09750 -0.292
H 1.44265 -0.60882 1.82156 0.261
H 1.22703 -2.06729 0.85652 0.383
H 2.57057 -2.32512 -0.73970 0.021
H 4.25936 -2.08540 -0.45166 0.241
C -0.14512 -3.26066 -0.18610 0.059
O -0.90032 -3.80277 0.62637 -0.760
N 0.76295 -3.93261 -0.83125 -0.218
N -0.00258 -1.97961 -0.52782 -0.312
H 1.50041 -3.35217 -1.20452 0.073
H 0.83535 -4.93678 -0.75055 0.271
H 0.69275 -1.69676 -1.20355 0.363
H -0.69462 -1.28972 -0.27238 -1.587
C -1.07129 2.74371 -0.20436 0.521
O -0.43101 2.37818 -1.18366 -0.676
N -0.53089 3.41883 0.77164 -0.424
N -2.24688 2.34079 0.01312 -0.393
H -1.06204 4.18684 1.15652 0.240
H 0.47139 3.46548 0.65612 0.254
H -2.60302 2.60101 0.92171 0.202
H -2.55881 1.59652 -0.59422 0.284
C -2.69269 0.26530 1.20032 0.746
O -3.59038 0.69715 0.55716 -0.701
N -1.68286 -0.44878 0.71419 0.430
N -2.57308 0.44751 2.50177 -0.383
H -1.40871 -0.28714 -0.24436 0.359
H -0.98964 -0.76005 1.37951 0.220
H -1.85762 -0.06184 3.00055 0.137
H -3.20594 0.97276 3.08804 0.226
O 0.08043 0.29934 0.09795 -0.469
H 0.68333 0.79972 0.64783 1.059
H -0.18555 0.91312 -0.58672 0.125
O -0.28696 1.64942 -3.12402 -0.830
H -0.38538 2.53347 -3.47757 0.248
H -0.30789 1.76704 -2.17431 0.202
O 1.64796 1.55263 -1.57358 -0.630
H 1.41376 0.65501 -1.80951 0.324
H 1.19695 2.09606 -2.21972 0.480
O 1.57474 1.39744 1.15660 -0.547
H 2.43419 1.07251 1.42494 0.328
H 1.08307 1.47884 1.97383 0.370
O -1.44559 -1.34771 -1.50491 -0.646
H -2.26560 -0.85438 -1.52599 0.477
H -0.77242 -0.70384 -1.72512 0.488



Relative stability in kJ/mol, measured from the most stable structure: #P 0.0; #Q 1180.4